C2H11NO3 | wB97M-V/def2-TZVPD

Cartesian coordinates (Å):
C -1.7958 0.3304 1.3500
C 0.0754 1.5801 1.9123
N -0.3203 0.5259 1.2487
H -1.9454 0.3300 2.4681
H -2.2116 -0.6748 0.8352
H -2.4162 1.0671 0.8282
H 1.0782 1.8860 1.8641
H -0.4967 2.5087 2.2782
H -1.4215 1.7085 -2.4919
H -0.2811 1.1984 -1.4241
O -0.8741 1.8276 -1.8092
H 1.3383 -2.5055 0.3900
H 1.4319 -3.7688 0.9472
O 1.7696 -3.2818 0.1917
H 1.4969 -0.4284 -2.4840
H 2.7497 -1.1034 -3.2259
O 1.8227 -1.2002 -2.8786

2S+1: 2
Net charge: -1
HOMO energy (spin up / spin down) (eV): 0.6 / -4.0
ΔE to the lowest compared entry with this formula, charge and spin (kJ/mol): 191.83
Kohn-Sham gap (spin up / spin down) (eV): 2.96 / 7.38
Calculated total energy (eV): -9881.71404